(1)
Entry from OMol25: C4H6O2 in the gas phase in a non-equilibrium geometry (wB97M-V/def2-TZVPD).

Summary:
- Molecular weight: 86.1 g/mol
- Total charge: 0
- E_LUMO: 1.022 eV
- HOMO: -9.3295 eV
- Orbital gap: 10.35 eV
- Electronic energy: -306.42992 a.u.

Atoms and positions in Å:
O: -0.271 -1.330 -2.686
O: 0.989 0.058 -1.434
C: 0.224 -0.258 -0.319
C: 0.564 -0.449 -2.626
C: -0.599 0.208 2.024
C: 0.213 0.554 0.771
H: -0.333 -1.172 -0.418
H: -1.769 0.024 1.972
H: -0.561 1.260 2.588
H: 0.720 1.640 0.966
H: 1.043 0.124 -3.452
H: -0.221 -0.660 2.614


(2)
Entry from OMol25: C22H17ClFN3O in the gas phase in a non-equilibrium geometry (wB97M-V/def2-TZVPD).

Summary:
- Molecular weight: 393.8 g/mol
- Total charge: 0
- E_LUMO: -0.136 eV
- HOMO: -7.3801 eV
- Orbital gap: 7.24 eV
- Electronic energy: -1647.53842 a.u.

Atoms and positions in Å:
Cl: -0.272 -0.454 5.637
F: -3.137 -4.968 2.706
O: 1.441 -2.429 -0.906
N: 0.125 1.898 -2.129
N: 1.109 -1.303 -0.514
N: -0.418 2.983 -0.010
C: -1.913 -4.174 0.828
C: 0.224 2.990 -4.105
C: -1.653 -4.503 2.175
C: 0.339 1.886 -3.490
C: -0.368 4.055 -2.161
C: -0.490 -0.393 1.596
C: 0.572 -3.637 1.068
C: 0.263 1.380 3.800
C: -0.668 -4.530 2.924
C: -0.100 0.974 1.363
C: 0.722 -0.274 -1.253
C: 0.077 1.678 0.120
C: -0.168 3.049 -1.388
C: 0.188 1.927 2.490
C: -0.166 4.099 -3.446
C: -0.267 5.378 -4.365
C: -0.611 -0.610 3.043
C: -0.238 0.249 4.132
C: 1.924 -3.233 0.195
C: 0.634 -3.929 2.303
C: -0.494 -3.818 0.084
C: 0.527 1.071 -1.062
H: -1.022 -0.881 0.906
H: -0.612 -4.676 4.034
H: 1.464 -3.775 2.976
H: -0.601 6.373 -3.832
H: 0.650 2.063 4.464
H: 0.418 2.862 -5.417
H: -0.371 5.171 -1.798
H: -1.095 5.365 -5.076
H: -2.581 -4.300 0.270
H: 0.801 2.868 2.415
H: -0.724 -1.692 3.234
H: 0.634 0.939 -4.024
H: 2.407 -4.098 -0.243
H: 1.109 -0.635 -2.380
H: 2.447 -2.952 0.818
H: -0.620 -3.697 -0.922
H: 0.514 5.702 -5.060


(3)
Entry from OMol25: 2 unconnected molecules or ions with the total composition C6H12O in a non-equilibrium geometry (wB97M-V/def2-TZVPD).

Summary:
- Molecular weight: 100.2 g/mol
- Total charge: 0
- E_LUMO: 1.091 eV
- HOMO: -9.0616 eV
- Orbital gap: 10.15 eV
- Electronic energy: -310.92742 a.u.

Atoms and positions in Å:
O: 0.182 -0.548 -1.748
C: 0.023 -0.045 0.477
C: -0.811 -0.151 -0.780
C: 1.003 -1.141 0.402
C: 0.110 0.965 1.329
C: 1.397 -0.462 -1.015
C: -1.519 1.122 -1.176
H: -0.092 -1.381 2.347
H: -0.344 -0.678 2.431
H: 1.726 0.606 -1.026
H: -0.804 1.945 -1.271
H: -2.252 1.384 -0.405
H: 2.174 -1.074 -1.423
H: -2.044 0.987 -2.124
H: 0.903 0.987 2.077
H: -0.520 1.833 1.237
H: 1.789 -1.215 1.165
H: 0.615 -2.159 0.187
H: -1.536 -0.975 -0.684


Energy relative to the best compared isomer or geometry (same formula, charge and spin) per entry: 47.9; 342.8; 82.7 kcal per mole